Density functional theory data (the ωB97M-V functional and the def2-TZVPD basis) for the molecule C18H17NO7S.

Computed properties:
- HOMO energy: -8.16 eV
- Net charge: 0
- Energy above the lowest of the compared OMol25 structures with the same formula, charge and spin: 0.0 kcal/mol
- E: -45599.6777 eV
- E_LUMO: 0.010 hartree
- SMILES: CS(=O)(=O)c1ccccc1C(=O)Nc1cc2c(cc1C(=O)O)OCCCO2
- Kohn-Sham gap: 0.310 hartree

Cartesian coordinates (Å):
C -1.936 -0.072 3.168
S -0.951 0.241 1.674
O -0.807 1.662 1.548
O 0.255 -0.549 1.746
C -1.969 -0.455 0.369
C -2.138 -1.826 0.430
C -2.923 -2.473 -0.508
C -3.551 -1.733 -1.497
C -3.371 -0.363 -1.562
C -2.556 0.293 -0.640
C -2.430 1.786 -0.776
O -3.410 2.486 -0.640
N -1.230 2.303 -1.154
C 0.019 1.700 -1.054
C 0.217 0.372 -1.399
C 1.396 -0.308 -1.114
C 2.459 0.392 -0.520
C 2.304 1.750 -0.291
C 1.114 2.424 -0.543
C 1.004 3.853 -0.222
O 0.078 4.574 -0.533
O 2.055 4.339 0.448
O 3.689 -0.130 -0.215
C 3.725 -1.327 0.536
C 3.333 -2.561 -0.273
C 1.832 -2.579 -0.542
O 1.412 -1.620 -1.496
H -2.082 -1.136 3.294
H -2.877 0.447 3.041
H -1.387 0.341 4.006
H -1.629 -2.376 1.206
H -3.048 -3.544 -0.465
H -4.178 -2.225 -2.225
H -3.853 0.219 -2.333
H -1.188 3.325 -1.084
H -0.555 -0.191 -1.898
H 3.143 2.290 0.118
H 1.907 5.280 0.635
H 3.069 -1.236 1.413
H 4.764 -1.405 0.867
H 3.874 -2.560 -1.221
H 3.604 -3.456 0.288
H 1.534 -3.536 -0.979
H 1.286 -2.418 0.398

Here are the natural (NBO) charges for atoms 1 to 5, given in e:
1. C -0.85
2. S 2.17
3. O -0.94
4. O -0.96
5. C -0.24